Record 1
{"formula": "C2H13N3O3", "method": "wB97M-V/def2-TZVPD", "orbital_gap_ev": 10.178, "homo_energy_ev": -9.542, "de_lowest_kj_mol": 37.4, "mol_weight_g_mol": 127.14, "species": ["H", "O", "N", "H", "H", "C", "N", "H", "N", "H", "H", "C", "H", "H", "H", "O", "H", "H", "O", "H", "H"], "xyz": [[-0.59340, -0.48895, -1.15189], [-1.31815, 0.11726, -1.86382], [0.16232, -0.87899, -0.15569], [-1.71584, -0.66955, -2.25750], [1.07976, -1.07609, -0.52141], [0.05170, -0.19694, 0.93914], [1.06511, -0.05004, 1.83828], [0.88914, 0.54783, 2.62688], [-1.16902, 0.22705, 1.31792], [-1.36100, 0.63362, 2.18883], [-1.91124, 0.34954, 0.65248], [1.99475, -1.16358, 2.13299], [1.52672, -1.68798, 2.96607], [2.24707, -1.74631, 1.26009], [2.89611, -0.70807, 2.51674], [-2.31618, 2.26497, -0.70345], [-1.86484, 1.47063, -1.09303], [-2.44510, 2.82284, -1.46880], [1.21518, -0.19770, -3.01063], [0.26140, -0.24359, -2.80425], [1.30553, 0.67404, -3.40897]], "forces_ev_per_a": [[-0.8, 1.1, 0.3], [0.8, -1.6, -0.1], [0.2, -0.1, -0.6], [-0.6, 0.4, -0.2], [0.4, 0.1, 0.4], [-0.1, -1.1, 0.5], [0.6, -0.1, -0.4], [-0.2, 0.0, 0.0], [-0.3, 0.1, -0.9], [0.2, 0.5, 1.1], [0.1, -0.1, -0.4], [-0.6, 1.4, 0.7], [0.3, -0.8, -0.3], [-0.3, -0.2, 0.0], [0.4, 0.0, 0.0], [0.3, -0.4, 0.2], [-0.5, 0.4, 0.0], [-0.1, 0.2, -0.1], [0.0, -0.1, -0.1], [0.2, 0.3, 0.0], [0.1, -0.1, 0.0]]}

Record 2
{"formula": "C2H13N3Si3", "method": "wB97M-V/def2-TZVPD", "orbital_gap_ev": 9.312, "homo_energy_ev": -8.528, "de_lowest_kj_mol": 13.4, "mol_weight_g_mol": 163.41, "species": ["C", "C", "N", "N", "N", "Si", "Si", "Si", "H", "H", "H", "H", "H", "H", "H", "H", "H", "H", "H", "H", "H"], "xyz": [[2.32261, -0.64873, -1.07747], [1.27563, -1.65975, -1.54419], [2.22004, -0.49742, 0.35551], [-0.00598, -1.20931, -1.03228], [-0.99803, 0.58585, 0.97205], [0.03366, -0.76088, 0.61688], [-2.64574, 0.24325, 1.42091], [-0.45960, 2.18980, 0.53445], [3.32536, -1.02125, -1.33397], [2.16163, 0.29237, -1.62795], [1.24383, -1.71007, -2.63575], [1.53748, -2.65032, -1.15295], [2.47547, 0.44092, 0.63889], [-0.79060, -1.69017, -1.44203], [-0.01247, -1.74369, 1.69153], [-3.15182, 1.39391, 2.16167], [-2.62627, -0.95942, 2.25353], [-3.46948, -0.00035, 0.22999], [-0.43263, 2.35861, -0.92159], [-1.41116, 3.12730, 1.13052], [0.87143, 2.37655, 1.11455]], "forces_ev_per_a": [[0.2, 0.0, -0.5], [0.5, 0.0, -0.1], [-3.8, -0.3, 1.0], [-0.5, -0.2, 0.3], [0.3, -0.4, 0.0], [3.8, 1.0, -0.7], [0.4, 0.2, 0.0], [-0.1, -0.5, 0.1], [-0.1, 0.0, -0.1], [0.0, -0.1, 0.0], [0.0, 0.0, 0.1], [0.1, 0.0, -0.1], [0.0, 0.0, 0.0], [-0.1, 0.1, 0.0], [-0.3, -0.2, 0.1], [-0.2, 0.2, 0.2], [-0.1, -0.3, 0.1], [-0.2, 0.0, -0.1], [0.1, 0.1, -0.2], [-0.2, 0.2, 0.1], [0.2, 0.2, 0.0]]}

Record 3
{"formula": "C2H13NO4", "method": "wB97M-V/def2-TZVPD", "orbital_gap_ev": 9.076, "homo_energy_ev": -8.612, "de_lowest_kj_mol": 85.7, "mol_weight_g_mol": 115.13, "species": ["C", "C", "N", "H", "H", "H", "H", "H", "O", "H", "H", "O", "H", "H", "O", "H", "H", "O", "H", "H"], "xyz": [[0.07946, -0.18266, 1.71823], [1.18929, 0.55120, 1.58404], [1.41564, 1.38870, 0.53393], [-0.49501, -0.50824, 0.85738], [-0.02752, -0.82323, 2.58754], [1.98454, 0.50107, 2.31917], [0.73786, 1.47812, -0.20047], [2.05779, 2.15439, 0.60586], [2.05629, -1.34563, -1.22092], [1.71719, -0.49004, -0.93044], [2.57956, -1.70210, -0.49323], [-0.56009, 1.06261, -1.83881], [-0.78080, 0.71162, -2.70460], [-1.39194, 1.14112, -1.34825], [-2.43611, 1.30384, 0.24536], [-1.82363, 0.93301, 0.90621], [-3.22925, 0.77521, 0.38869], [-1.01174, -2.66207, -1.12881], [-1.81538, -2.18375, -0.92106], [-0.24615, -2.10317, -0.95982]], "forces_ev_per_a": [[0.2, -1.4, 0.3], [-0.4, 0.5, 0.0], [0.7, 0.0, -0.5], [-0.3, 0.5, 0.0], [0.1, 0.0, -0.1], [-0.2, 0.4, 0.2], [-0.3, 0.0, -0.2], [0.2, -0.1, 0.1], [-0.2, -0.2, -0.1], [0.2, 0.0, 0.1], [-0.2, 0.2, 0.0], [0.2, 0.0, 0.1], [0.0, 0.0, 0.0], [-0.1, 0.0, 0.1], [0.0, -0.4, 0.3], [0.1, 0.3, -0.1], [-0.1, 0.2, -0.1], [0.0, -0.5, -0.1], [0.1, 0.3, 0.1], [0.0, 0.2, 0.0]]}

Record 4
{"formula": "C2H13NO4", "method": "wB97M-V/def2-TZVPD", "orbital_gap_ev": 11.085, "homo_energy_ev": -10.355, "de_lowest_kj_mol": 182.7, "mol_weight_g_mol": 115.13, "species": ["C", "N", "C", "H", "H", "H", "H", "H", "O", "H", "H", "O", "H", "H", "O", "H", "H", "O", "H", "H"], "xyz": [[-0.23693, -0.00044, -1.18726], [1.02538, 0.43150, -1.20448], [2.09440, -0.59333, -1.34638], [-0.98770, 0.77286, -1.21716], [-0.47797, -1.16127, -1.09260], [2.61873, -0.55478, -0.36759], [2.77876, -0.12056, -2.11977], [1.85805, -1.64157, -1.56580], [-2.29826, -0.64490, 1.98299], [-2.88398, 0.10909, 1.98430], [-1.53135, -0.39524, 2.58895], [0.21336, 0.95956, 1.91035], [1.05703, 1.18856, 2.26441], [-0.04259, 1.30921, 1.00621], [-2.29488, -2.59124, -0.43475], [-2.76116, -3.44994, -0.39466], [-2.55973, -2.01427, 0.25998], [1.14892, 2.98958, -0.19950], [1.19289, 2.06472, -0.70447], [2.08702, 3.34244, -0.16276]], "forces_ev_per_a": [[4.0, -1.3, 0.2], [-3.8, -2.6, -0.7], [1.0, 2.0, 0.5], [-0.4, -0.1, 0.2], [0.2, 2.6, -0.5], [0.0, -0.2, -0.6], [-0.6, -1.0, 0.9], [-0.5, 0.4, -0.1], [1.4, -0.1, 1.0], [-0.1, 0.4, 0.1], [-1.3, -0.3, -1.4], [-2.3, -0.7, -0.9], [0.8, 0.8, -0.6], [1.6, -0.1, 2.0], [0.3, -1.4, -1.5], [0.3, 1.0, 0.3], [-0.5, 0.5, 1.3], [1.6, -1.2, -0.9], [0.3, 2.1, 1.0], [-1.8, -0.8, -0.2]]}

Record 5
{"formula": "C2H13NO4", "method": "wB97M-V/def2-TZVPD", "orbital_gap_ev": 10.464, "homo_energy_ev": -9.635, "de_lowest_kj_mol": 209.3, "mol_weight_g_mol": 115.13, "species": ["C", "N", "C", "H", "H", "H", "H", "H", "O", "H", "H", "O", "H", "H", "O", "H", "H", "O", "H", "H"], "xyz": [[-1.49889, 3.35932, 2.57600], [-0.59335, 2.97225, 1.75567], [-1.01588, 2.62654, 0.38396], [-1.32832, 3.67858, 3.59487], [-2.61614, 3.51127, 2.44914], [-1.02493, 1.49209, 0.32492], [-0.23158, 2.90853, -0.30496], [-1.93081, 3.06744, 0.01031], [-3.12426, 2.38187, -3.24499], [-3.87150, 2.59555, -2.68878], [-3.43409, 2.50072, -4.15330], [4.95718, -1.84346, 3.22976], [5.35348, -0.97911, 3.35352], [5.18903, -2.18525, 2.37021], [-3.50804, -5.13580, -2.66128], [-4.11901, -5.03485, -3.39666], [-3.08239, -6.03507, -2.74069], [4.41282, -2.46984, -0.74431], [3.72369, -2.75730, -0.11461], [4.65422, -3.30982, -1.25455]], "forces_ev_per_a": [[-0.6, 0.2, -0.7], [-1.9, 0.6, 0.7], [0.9, -1.6, 0.5], [1.1, -0.3, 0.2], [1.0, -0.5, -1.0], [-0.3, 1.3, 0.0], [0.3, 0.2, -0.1], [-0.5, 0.0, 0.3], [0.2, 0.0, -0.4], [-0.3, 0.1, 0.1], [0.1, 0.0, 0.3], [-0.4, -0.2, 0.7], [0.1, 0.0, -0.3], [0.3, 0.2, -0.4], [0.8, -1.3, 0.1], [0.1, -0.2, -0.1], [-0.9, 1.5, -0.1], [0.1, -2.0, -0.6], [0.4, 0.2, -0.5], [-0.6, 1.8, 1.1]]}

Record 6
{"formula": "C2H13NO4", "method": "wB97M-V/def2-TZVPD", "orbital_gap_ev": 8.939, "homo_energy_ev": -8.448, "de_lowest_kj_mol": 223.0, "mol_weight_g_mol": 115.13, "species": ["C", "C", "N", "H", "H", "H", "H", "H", "O", "H", "H", "O", "H", "H", "O", "H", "H", "O", "H", "H"], "xyz": [[1.38326, -1.32337, -2.69651], [0.36645, -2.00571, -2.17078], [-0.42902, -1.81527, -1.08664], [1.62589, -0.24777, -2.43982], [2.07127, -1.69393, -3.41097], [0.20764, -3.10007, -2.71318], [-0.65006, -0.92702, -0.75212], [-1.30650, -2.40099, -1.18088], [-0.35546, 1.92803, 1.62229], [-0.50386, 2.75566, 1.32313], [-1.12868, 1.39915, 1.98689], [0.64644, -0.44691, 1.48047], [0.86765, -0.71145, 0.60649], [0.89777, 0.44144, 1.69806], [0.65676, 2.66441, -0.66302], [-0.03948, 2.16674, -0.16105], [0.67842, 3.61394, -0.27976], [-1.85370, -0.12874, 2.21611], [-1.95595, -0.45160, 3.17006], [-1.01155, -0.29702, 1.71653]], "forces_ev_per_a": [[-0.2, 2.6, 1.1], [1.3, -3.5, -3.0], [-2.4, -2.8, -0.2], [-0.4, -1.3, 0.2], [0.0, -0.7, -0.7], [0.3, 2.8, 1.8], [-0.2, 1.8, 0.2], [1.5, 1.2, 0.5], [0.5, -4.5, 2.0], [-1.4, 4.1, -0.7], [0.3, 1.1, -0.4], [-0.7, -1.3, 1.3], [0.7, 0.0, -1.1], [0.4, 0.9, -0.5], [-0.5, 1.9, 0.8], [1.1, 0.6, -0.6], [-0.1, -2.5, -1.0], [-1.3, 0.2, 1.3], [1.1, 0.4, -2.5], [0.0, -1.0, 1.5]]}

Repeat the fifth record exactly.
{"formula": "C2H13NO4", "method": "wB97M-V/def2-TZVPD", "orbital_gap_ev": 10.464, "homo_energy_ev": -9.635, "de_lowest_kj_mol": 209.3, "mol_weight_g_mol": 115.13, "species": ["C", "N", "C", "H", "H", "H", "H", "H", "O", "H", "H", "O", "H", "H", "O", "H", "H", "O", "H", "H"], "xyz": [[-1.49889, 3.35932, 2.57600], [-0.59335, 2.97225, 1.75567], [-1.01588, 2.62654, 0.38396], [-1.32832, 3.67858, 3.59487], [-2.61614, 3.51127, 2.44914], [-1.02493, 1.49209, 0.32492], [-0.23158, 2.90853, -0.30496], [-1.93081, 3.06744, 0.01031], [-3.12426, 2.38187, -3.24499], [-3.87150, 2.59555, -2.68878], [-3.43409, 2.50072, -4.15330], [4.95718, -1.84346, 3.22976], [5.35348, -0.97911, 3.35352], [5.18903, -2.18525, 2.37021], [-3.50804, -5.13580, -2.66128], [-4.11901, -5.03485, -3.39666], [-3.08239, -6.03507, -2.74069], [4.41282, -2.46984, -0.74431], [3.72369, -2.75730, -0.11461], [4.65422, -3.30982, -1.25455]], "forces_ev_per_a": [[-0.6, 0.2, -0.7], [-1.9, 0.6, 0.7], [0.9, -1.6, 0.5], [1.1, -0.3, 0.2], [1.0, -0.5, -1.0], [-0.3, 1.3, 0.0], [0.3, 0.2, -0.1], [-0.5, 0.0, 0.3], [0.2, 0.0, -0.4], [-0.3, 0.1, 0.1], [0.1, 0.0, 0.3], [-0.4, -0.2, 0.7], [0.1, 0.0, -0.3], [0.3, 0.2, -0.4], [0.8, -1.3, 0.1], [0.1, -0.2, -0.1], [-0.9, 1.5, -0.1], [0.1, -2.0, -0.6], [0.4, 0.2, -0.5], [-0.6, 1.8, 1.1]]}